# 1
Here is 2 unconnected molecules or ions with the total composition H6NS2 from the Open Molecules 2025 dataset. Energies are from ωB97M-V/def2-TZVPD.

As for the net charge: +1. The calculated total energy comes out at -23250.958 eV.

Atoms and positions in Å:
N1 -0.800 -1.109 0.669
H1 -0.659 -1.471 -0.292
H2 -1.539 -0.439 0.449
H3 0.073 -0.548 0.816
H4 -1.051 -1.834 1.351
S1 1.704 0.697 -0.228
S2 0.050 1.525 -1.200
H5 1.559 1.549 0.816
H6 0.663 1.630 -2.382


# 2
Here is a molecular structure, H6O15S3Zn from the Open Molecules 2025 dataset. Energies are from ωB97M-V/def2-TZVPD.

As for the multiplicity: 2. As for the net charge: -3. The calculated total energy comes out at -111730.269 eV. The expectation value of S² is 0.761.

Atoms and positions in Å:
Zn1 -0.263 -0.508 0.041
S1 2.903 -1.459 0.358
O1 3.484 -0.089 0.343
O2 1.447 -1.325 0.539
O3 3.096 -2.217 -0.863
O4 3.548 -2.259 1.443
S2 -2.740 1.465 -0.717
O5 -1.939 0.280 -0.371
O6 -2.777 1.446 -2.194
O7 -4.140 1.435 -0.231
O8 -2.068 2.667 -0.243
S3 1.299 2.521 0.379
O9 1.504 3.132 -0.919
O10 0.442 3.319 1.233
O11 0.638 1.217 0.162
O12 2.603 2.436 1.061
O13 -1.024 -2.483 -0.096
H1 -1.330 -2.776 0.762
H2 -1.111 -3.254 -0.657
O14 -0.853 -0.592 2.021
H3 -1.224 -1.370 2.438
H4 -1.285 0.143 2.456
O15 -0.034 -0.593 -1.927
H5 0.659 -0.467 -2.576
H6 -0.835 -0.671 -2.444


# 3
Here is 3 unconnected molecules or ions with the total composition H6O2S2 from the Open Molecules 2025 dataset. Energies are from ωB97M-V/def2-TZVPD.

Its structure (SMILES) is SS.O.O. As for the net charge: 0. The calculated total energy comes out at -25861.984 eV.

Atoms and positions in Å:
S1 -1.250 -0.707 1.735
S2 -0.225 0.283 0.196
H1 -0.912 -2.040 1.527
H2 0.581 0.955 1.118
O1 3.244 -1.484 1.755
H3 2.484 -1.204 1.108
H4 3.006 -2.502 1.942
O2 -0.687 2.378 -5.137
H5 -0.358 2.091 -4.321
H6 -1.670 2.334 -5.200


# 4
Here is 3 unconnected molecules or ions with the total composition H6O3 from the Open Molecules 2025 dataset. Energies are from ωB97M-V/def2-TZVPD.

Its structure (SMILES) is O.O.O. As for the net charge: 0. The calculated total energy comes out at -6239.850 eV.

Atoms and positions in Å:
O1 -13.107 3.934 -14.124
H1 -13.819 3.560 -13.604
H2 -13.499 4.692 -14.557
O2 -11.103 3.522 -12.586
H3 -11.247 2.576 -12.609
H4 -11.577 3.855 -13.349
O3 -13.938 6.043 -15.704
H5 -14.819 6.310 -15.967
H6 -13.359 6.479 -16.329


# 5
Here is 3 unconnected molecules or ions with the total composition H6O3 from the Open Molecules 2025 dataset. Energies are from ωB97M-V/def2-TZVPD.

Its structure (SMILES) is O.O.O. As for the net charge: 0. The calculated total energy comes out at -6239.520 eV.

Atoms and positions in Å:
O1 -3.494 0.874 -5.890
H1 -3.752 0.650 -4.989
H2 -2.616 0.482 -5.951
O2 -3.528 -4.098 5.440
H3 -3.766 -3.415 4.816
H4 -2.568 -4.133 5.413
O3 6.858 3.382 0.102
H5 6.788 2.505 0.509
H6 6.079 3.751 0.549


# 6
Here is 3 unconnected molecules or ions with the total composition H6O3 from the Open Molecules 2025 dataset. Energies are from ωB97M-V/def2-TZVPD.

Its structure (SMILES) is O.O.O. As for the net charge: 0. The calculated total energy comes out at -6239.817 eV.

Atoms and positions in Å:
O1 -7.398 -14.049 -30.561
H1 -8.031 -14.463 -31.129
H2 -7.433 -13.092 -30.702
O2 -8.136 -11.426 -30.419
H3 -8.403 -10.521 -30.610
H4 -8.085 -11.530 -29.473
O3 -5.573 -14.997 -29.013
H5 -4.892 -14.674 -29.573
H6 -6.386 -14.678 -29.360


# 7
Here is 3 unconnected molecules or ions with the total composition H6O3 from the Open Molecules 2025 dataset. Energies are from ωB97M-V/def2-TZVPD.

As for the multiplicity: 2. As for the net charge: +1. The calculated total energy comes out at -6228.262 eV. The expectation value of S² is 0.754.

Atoms and positions in Å:
O1 -0.246 -2.837 0.175
H1 -0.283 -1.907 0.399
H2 0.688 -3.028 0.093
O2 0.154 -0.081 1.060
H3 -0.142 0.701 0.594
H4 0.877 0.225 1.608
O3 -0.647 2.184 -1.089
H5 -0.594 2.991 -1.602
H6 0.194 1.751 -1.237


# 8
Here is 3 unconnected molecules or ions with the total composition H6O3 from the Open Molecules 2025 dataset. Energies are from ωB97M-V/def2-TZVPD.

As for the multiplicity: 2. As for the net charge: +1. The calculated total energy comes out at -6228.314 eV. The expectation value of S² is 0.754.

Atoms and positions in Å:
O1 1.407 -2.932 0.136
H1 1.547 -2.673 1.047
H2 0.930 -2.198 -0.251
O2 -0.085 -0.653 -0.534
H3 -0.309 -0.676 -1.464
H4 -0.484 0.154 -0.210
O3 -1.188 2.715 0.626
H5 -0.781 3.511 0.968
H6 -1.037 2.753 -0.318


# 9
Here is a molecular structure, H6O4Si2 from the Open Molecules 2025 dataset. Energies are from ωB97M-V/def2-TZVPD.

As for the net charge: 0. The calculated total energy comes out at -24045.460 eV.

Atoms and positions in Å:
O1 -1.707 -1.257 0.499
O2 -2.104 1.112 0.286
O3 1.858 1.456 0.197
O4 2.002 -1.134 -0.264
Si1 -1.028 -0.018 -0.111
Si2 1.117 0.009 0.518
H1 -2.621 -1.475 0.661
H2 -1.952 2.020 0.638
H3 2.657 1.399 -0.290
H4 1.544 -1.881 -0.762
H5 -1.013 -0.290 -1.992
H6 0.756 -0.116 2.023


# 10
Here is 35 unconnected molecules or ions with the total composition H70O35 from the Open Molecules 2025 dataset. Energies are from ωB97M-V/def2-TZVPD.

As for the net charge: 0. The calculated total energy comes out at -72802.822 eV.

Atoms and positions in Å:
O1 2.617 -3.225 4.044
H1 2.298 -4.123 4.139
H2 2.350 -2.968 3.161
O2 -3.070 -2.573 2.332
H3 -2.628 -3.014 3.057
H4 -2.380 -2.427 1.684
O3 -0.314 4.016 2.695
H5 -0.794 3.935 3.519
H6 -0.499 4.907 2.396
O4 -1.461 5.166 -2.620
H7 -1.912 5.675 -1.946
H8 -1.547 4.257 -2.332
O5 -1.821 -1.432 -0.028
H9 -1.803 -2.307 -0.416
H10 -2.494 -0.964 -0.520
O6 -1.852 2.751 -1.701
H11 -1.323 2.703 -0.905
H12 -2.473 2.027 -1.621
O7 0.299 -1.949 -2.309
H13 0.509 -1.355 -1.588
H14 0.513 -1.452 -3.099
O8 2.104 1.976 -3.446
H15 1.740 2.632 -2.851
H16 3.012 1.872 -3.161
O9 0.703 0.941 5.649
H17 0.471 1.128 4.740
H18 0.838 -0.006 5.673
O10 3.147 -2.205 -2.995
H19 2.586 -2.379 -3.751
H20 2.682 -2.597 -2.256
O11 -1.457 -4.598 -3.233
H21 -1.245 -3.886 -3.837
H22 -1.802 -4.159 -2.456
O12 0.633 -0.144 -4.236
H23 0.866 -0.396 -5.129
H24 1.151 0.643 -4.066
O13 -5.615 -1.311 1.682
H25 -4.724 -1.660 1.698
H26 -5.903 -1.345 2.594
O14 0.955 -4.651 -1.384
H27 0.424 -5.291 -1.857
H28 0.901 -3.856 -1.914
O15 -2.139 -4.007 -0.688
H29 -3.079 -3.907 -0.538
H30 -1.925 -4.860 -0.311
O16 -2.610 0.308 2.681
H31 -2.588 0.925 1.950
H32 -3.095 -0.446 2.344
O17 -2.095 -0.662 -3.748
H33 -1.219 -0.385 -3.483
H34 -1.979 -1.560 -4.059
O18 -2.880 2.194 -4.308
H35 -2.791 1.258 -4.130
H36 -2.476 2.621 -3.553
O19 4.701 2.036 -2.742
H37 4.554 1.465 -1.987
H38 5.530 2.474 -2.553
O20 4.475 -0.196 -1.008
H39 5.367 -0.541 -1.002
H40 4.020 -0.715 -1.671
O21 -1.954 -0.886 5.006
H41 -1.639 -1.756 4.759
H42 -2.096 -0.437 4.173
O22 -4.007 -0.077 -0.791
H43 -4.806 -0.422 -0.394
H44 -4.313 0.576 -1.419
O23 0.362 0.120 -0.038
H45 0.419 1.067 -0.167
H46 -0.552 -0.093 -0.230
O24 -4.541 -2.746 -3.510
H47 -4.987 -3.505 -3.134
H48 -4.215 -2.259 -2.753
O25 1.117 0.905 2.628
H49 0.330 0.772 2.100
H50 1.830 0.565 2.087
O26 1.901 -1.923 1.069
H51 2.404 -1.130 1.256
H52 0.993 -1.625 1.018
O27 -3.068 2.399 1.035
H53 -3.076 3.132 1.650
H54 -3.991 2.187 0.902
O28 0.464 2.864 0.140
H55 0.904 3.502 -0.421
H56 0.318 3.329 0.964
O29 3.507 0.083 1.494
H57 4.125 0.008 2.221
H58 4.057 0.077 0.711
O30 3.426 2.692 0.507
H59 3.158 1.775 0.563
H60 4.371 2.675 0.658
O31 2.297 4.139 -1.854
H61 2.068 5.059 -1.724
H62 2.789 3.901 -1.068
O32 3.049 -4.280 0.325
H63 2.781 -3.465 0.748
H64 2.380 -4.436 -0.342
O33 2.444 3.271 3.613
H65 1.735 2.781 3.197
H66 2.008 3.812 4.272
O34 2.329 5.059 1.531
H67 1.981 4.761 2.372
H68 2.771 4.290 1.169
O35 -1.011 -3.365 3.776
H69 -0.572 -3.611 2.962
H70 -0.937 -4.140 4.333


# 11
Here is 3 unconnected molecules or ions with the total composition H7N5O from the Open Molecules 2025 dataset. Energies are from ωB97M-V/def2-TZVPD.

As for the net charge: 0. The calculated total energy comes out at -9604.152 eV.

Atoms and positions in Å:
N1 1.202 -0.059 1.788
N2 0.728 -0.384 -1.179
O1 1.366 0.660 0.789
H1 -0.747 -0.539 1.213
H2 2.102 -0.545 2.003
H3 1.182 -1.300 -1.203
H4 1.069 0.127 -1.995
N3 -1.131 1.266 -0.406
N4 -1.370 -0.005 -0.635
N5 -1.410 -0.735 0.452
H5 -0.315 1.443 0.202
H6 -1.109 1.781 -1.275
H7 -1.565 -1.710 0.245


# 12
Here is 3 unconnected molecules or ions with the total composition H7NO2 from the Open Molecules 2025 dataset. Energies are from ωB97M-V/def2-TZVPD.

Its structure (SMILES) is N.O.O. As for the net charge: 0. The calculated total energy comes out at -5698.168 eV.

Atoms and positions in Å:
N1 -0.364 -1.001 1.835
H1 -0.173 -1.968 2.215
H2 0.396 -0.598 1.310
H3 -1.081 -1.217 1.169
O1 -1.368 1.856 -0.841
H4 -0.877 1.071 -1.029
H5 -1.557 2.085 0.061
O2 1.641 -0.777 -0.902
H6 1.035 -0.399 -1.518
H7 2.566 -0.576 -0.891